# 1
{
  "formula": "H3NO2S",
  "method": "the ωB97M-V functional and the def2-TZVPD basis",
  "species": ["O", "S", "N", "O", "H", "H", "H"],
  "coordinates": [[-1.60585, -1.74342, -2.32751], [-0.25556, -2.12761, -2.74101], [0.00125, -0.31526, -0.03566], [0.15305, 1.13313, 0.10161], [-0.96823, -0.35463, 0.12220], [0.37591, -0.82870, 0.73926], [0.68442, 1.13758, -0.68075]],
  "e_tot_ha": -605.07654,
  "orbital_gap_ev": [7.762, 7.713],
  "smiles": "O=S.NO",
  "relative_energy_ev": 3.710,
  "homo_energy_ev": [-9.10, -9.07]
}

# 2
{
  "formula": "H3NO3P2",
  "method": "the ωB97M-V functional and the def2-TZVPD basis",
  "species": ["N", "O", "O", "O", "P", "P", "H", "H", "H"],
  "coordinates": [[-0.45433, 0.74927, -0.29451], [0.93497, -1.28379, 0.46048], [1.88293, 0.14851, -1.40260], [1.86675, 0.99088, 1.16460], [-1.25839, -0.69565, -0.03976], [1.36539, 0.14391, -0.00554], [-0.67907, 1.05031, -1.45906], [-0.94058, -0.90281, 1.33619], [-2.71767, -0.20063, 0.24021]],
  "total_charge": -2,
  "e_tot_ha": -964.99672,
  "orbital_gap_ev": 6.781,
  "relative_energy_ev": 0.894,
  "homo_energy_ev": 0.87
}